# 1
The following is a quantum chemistry calculation of 2 unconnected molecules or ions with the total composition C11H18FNSi in a non-equilibrium geometry, from the Open Molecules 2025 dataset.

* 2S+1: 3
* F_max: 3.83 eV/Å
* <S²>: 2.05
* LUMO level (alpha / beta): 0.819 / -1.302 eV
* total charge: 0
* HOMO-LUMO gap (alpha / beta): 6.33 / 8.04 eV
* calculated total energy: -23782.126 eV
* relative energy (zero: lowest compared OMol25 entry of this formula, charge and spin): 0.0 kcal/mol

Last column: Löwdin charge in e.
Element x y z (Å)
1 C -0.76199 -0.67005 2.16269  -0.006
2 C 0.91851 -1.86949 1.03581  -0.035
3 C 0.43255 -1.47319 2.26477  -0.237
4 C -1.33881 -0.32199 1.01100  -0.202
5 C 0.39560 -1.49736 -0.15708  -0.218
6 C -0.76524 -0.69776 -0.22214  -0.315
7 C 1.10160 -1.79300 3.52857  -0.052
8 C -2.59435 0.58501 1.07721  -0.026
9 C 1.03243 -2.03151 -1.42755  -0.024
10 C 1.92871 1.62046 -1.13857  -0.228
11 C -0.58507 2.78594 -3.20575  -0.184
12 N -1.35338 -0.46830 -1.46926  0.130
13 F -0.62874 2.88100 -0.51357  -0.229
14 Si 0.16533 1.97286 -1.63425  0.649
15 H -1.24302 -0.56813 3.08344  0.099
16 H 1.89231 -2.30770 0.99731  0.113
17 H 1.80009 -0.98881 3.73706  0.091
18 H 0.45991 -2.00849 4.44693  0.110
19 H 1.55234 -2.75134 3.39474  0.067
20 H -2.85138 0.86790 2.09725  0.077
21 H -2.42894 1.51406 0.57110  0.053
22 H -3.45719 0.04887 0.67531  0.082
23 H 1.95812 -2.70965 -1.28385  0.121
24 H 0.33722 -2.64621 -1.83235  0.042
25 H 1.22670 -1.20237 -2.01215  0.035
26 H 2.46781 1.31358 -2.05110  0.026
27 H 2.46344 2.62068 -1.00334  0.042
28 H 2.08041 0.95860 -0.30313  0.011
29 H -1.57371 2.51804 -3.35910  -0.003
30 H -0.37267 3.83770 -3.13597  0.017
31 H -0.06585 2.44611 -4.03358  -0.016
32 H -2.19275 0.03454 -1.30045  0.009

# 2
The following is a quantum chemistry calculation of a single C2H6N4S molecule in a non-equilibrium geometry, from the Open Molecules 2025 dataset.

* F_max: 6.26 eV/Å
* LUMO level: 0.481 eV
* total charge: 0
* SMILES: NN/C=N/C=N\S
* HOMO-LUMO gap: 8.86 eV
* calculated total energy: -18961.622 eV
* relative energy (zero: lowest compared OMol25 entry of this formula, charge and spin): 125.1 kcal/mol

Last column: Löwdin charge in e.
Element x y z (Å)
1 N 1.83910 1.07582 1.13226  -0.002
2 N 1.15545 -0.19305 1.62510  -0.059
3 C 0.14995 -0.73570 0.86532  -0.240
4 N -0.05789 -0.29282 -0.32620  -0.064
5 C -1.26541 -0.76642 -0.67861  -0.512
6 N -1.83924 -0.41908 -1.77250  -0.239
7 S -0.40009 0.47572 -2.66956  0.507
8 H 2.06248 1.14280 -0.05144  0.176
9 H 1.07019 1.71959 1.08246  0.031
10 H 1.18830 -0.51515 2.67467  0.180
11 H -0.40595 -1.21543 1.55872  0.085
12 H -1.91433 -1.45699 0.14027  0.168
13 H -1.58257 1.18070 -3.58051  -0.030

# 3
The following is a quantum chemistry calculation of 2 unconnected molecules or ions with the total composition C7H13N in a non-equilibrium geometry, from the Open Molecules 2025 dataset.

* F_max: 2.44 eV/Å
* LUMO level: 0.910 eV
* total charge: 0
* HOMO-LUMO gap: 8.25 eV
* calculated total energy: -8955.594 eV
* relative energy (zero: lowest compared OMol25 entry of this formula, charge and spin): 100.1 kcal/mol

Last column: Löwdin charge in e.
Element x y z (Å)
1 C 1.47690 0.41869 0.78530  -0.140
2 C -2.18220 -1.05253 -0.51683  -0.040
3 C 1.03459 1.86550 0.82891  -0.151
4 C 0.40314 -0.23406 -2.11675  -0.076
5 C -0.59238 -0.70204 1.38260  -0.184
6 C -0.80585 -0.84529 0.05680  -0.302
7 C 0.41073 -0.66464 -0.67985  -0.192
8 N -1.00568 -0.27547 2.46752  0.135
9 H -0.45863 -0.52468 3.29093  0.065
10 H 1.73932 0.03563 1.77085  0.067
11 H 2.37954 0.29058 0.18945  0.062
12 H 1.19537 -1.37615 -0.46500  0.099
13 H -2.95878 -0.73339 0.17902  0.078
14 H -2.31629 -0.47628 -1.43368  0.073
15 H -2.36856 -2.10779 -0.73523  0.077
16 H 1.84682 2.51797 1.16807  0.068
17 H 0.74235 2.21613 -0.16294  0.065
18 H 0.19328 2.01637 1.50362  0.058
19 H 0.36270 -1.08921 -2.79945  0.087
20 H -0.42714 0.42613 -2.36339  0.072
21 H 1.33076 0.29455 -2.34999  0.079

# 4
The following is a quantum chemistry calculation of a molecular structure, C34H79AlB2N5O18 in a non-equilibrium geometry, from the Open Molecules 2025 dataset.

* 2S+1: 2
* F_max: 5.99 eV/Å
* <S²>: 0.76
* LUMO level (alpha / beta): -0.291 / -4.238 eV
* total charge: 0
* HOMO-LUMO gap (alpha / beta): 7.36 / 3.41 eV
* calculated total energy: -88785.729 eV

Last column: Löwdin charge in e.
Element x y z (Å)
1 Al 0.47841 -1.69938 -1.68101  1.290
2 B 0.31886 0.79651 -0.06079  -0.464
3 H 0.35182 1.67119 0.57014  -0.002
4 H -0.68171 0.46196 -0.28703  -0.059
5 H 0.76121 1.15354 -0.97790  -0.050
6 H 0.87811 0.01163 0.42443  -0.067
7 O -3.08910 0.00548 2.00007  0.151
8 C -3.70140 0.18439 0.98397  -0.319
9 O -4.80818 0.96113 0.78604  0.246
10 B -5.17830 0.91148 -0.60685  -0.876
11 O -4.04318 0.17334 -1.27878  0.218
12 C -3.23344 -0.30625 -0.39288  -0.341
13 O -2.35675 -1.17176 -0.65979  0.020
14 O -6.50286 0.26135 -0.76374  0.228
15 C -7.31026 0.95290 -1.53120  -0.341
16 O -8.50628 0.69803 -1.86662  0.086
17 C -6.57402 2.25840 -1.78336  -0.343
18 O -5.37967 2.19601 -1.25078  0.240
19 O -6.93540 3.16887 -2.58160  0.089
20 C 1.32194 -3.07624 5.55237  -0.086
21 O 1.05324 -2.98223 4.13045  -0.196
22 C -0.09153 -2.18429 3.89103  -0.197
23 C 0.00753 -1.64107 2.39774  -0.157
24 N 0.01846 -2.71597 1.39539  -0.012
25 C -1.22834 -3.48338 1.35838  -0.201
26 C -1.20095 -4.61402 0.37351  -0.205
27 O -0.85017 -4.24282 -0.97569  -0.270
28 C -1.01521 -5.41373 -1.80868  -0.093
29 H 0.40628 -3.52633 5.93590  0.081
30 H 1.48387 -2.15547 6.11278  0.087
31 H 2.12319 -3.76574 5.81822  0.082
32 H -0.10655 -1.25445 4.45959  0.109
33 H -1.01641 -2.72427 4.09382  0.115
34 H 0.88767 -1.02515 2.21309  0.094
35 H -0.81002 -0.93681 2.24367  0.103
36 H 0.63314 -3.41429 1.78862  0.099
37 H -2.04534 -2.79619 1.13839  0.113
38 H -1.43874 -3.84644 2.36437  0.119
39 H -2.12776 -5.18259 0.44996  0.129
40 H -0.48908 -5.33807 0.76986  0.117
41 H -0.40494 -6.25668 -1.48449  0.082
42 H -0.66373 -5.30803 -2.83503  0.086
43 H -2.08746 -5.60931 -1.79674  0.093
44 C 1.90541 0.57868 -4.61516  -0.126
45 O 2.36480 -0.25690 -3.61416  -0.222
46 C 3.59331 0.23429 -3.09318  -0.190
47 C 4.12205 -0.71547 -2.02030  -0.197
48 N 3.31537 -0.78066 -0.82823  -0.034
49 C 3.92985 -1.60449 0.20828  -0.169
50 C 3.85376 -3.14042 -0.02050  -0.181
51 O 2.57251 -3.53908 -0.54704  -0.278
52 C 2.52871 -4.94631 -0.85081  -0.074
53 H 2.45869 0.37028 -5.53088  0.091
54 H 1.86914 1.66311 -4.51124  0.092
55 H 0.91728 0.27412 -4.96005  0.077
56 H 3.41876 1.23561 -2.69949  0.104
57 H 4.32513 0.32912 -3.89539  0.130
58 H 5.11093 -0.31561 -1.79596  0.123
59 H 4.15630 -1.70387 -2.47855  0.124
60 H 3.35861 0.20237 -0.60043  0.054
61 H 3.32616 -1.48765 1.10828  0.115
62 H 4.94401 -1.29029 0.45500  0.113
63 H 4.11492 -3.67999 0.88986  0.126
64 H 4.53863 -3.46811 -0.80260  0.112
65 H 3.31744 -5.52402 -0.36888  0.091
66 H 2.64453 -4.96079 -1.93454  0.095
67 H 1.60755 -5.47519 -0.60617  0.066
68 C -4.13582 -5.75794 -5.55887  -0.090
69 O -3.43261 -4.90264 -4.65481  -0.231
70 C -4.05254 -3.63521 -4.25494  -0.169
71 C -3.19487 -2.76346 -3.27467  -0.145
72 N -1.76616 -2.56134 -3.69839  -0.036
73 C -1.81112 -1.72130 -4.86524  -0.202
74 C -2.15529 -0.23270 -4.49878  -0.147
75 O -1.33150 0.25078 -3.38495  -0.248
76 C -1.64064 1.62269 -3.09066  -0.086
77 H -3.71592 -6.75785 -5.44953  0.086
78 H -4.11423 -5.41862 -6.59449  0.087
79 H -5.13687 -5.81049 -5.13081  0.085
80 H -5.03398 -3.81004 -3.81413  0.120
81 H -4.36715 -3.13738 -5.17215  0.109
82 H -3.14473 -3.31589 -2.33637  0.104
83 H -3.75546 -1.85878 -3.03934  0.112
84 H -1.62671 -3.41778 -4.21526  0.084
85 H -2.49905 -2.13213 -5.60420  0.113
86 H -0.85625 -1.78482 -5.38705  0.118
87 H -3.18005 0.00981 -4.21743  0.116
88 H -1.94492 0.42590 -5.34145  0.116
89 H -2.68312 1.82129 -2.84190  0.087
90 H -1.44034 2.32410 -3.90060  0.086
91 H -1.01925 2.05079 -2.30409  0.080
92 C 2.09208 3.80294 4.75692  -0.098
93 O 0.94024 3.01918 5.07351  -0.185
94 C 0.41441 2.26727 4.01376  -0.222
95 C -0.86775 2.90754 3.46232  -0.172
96 N -1.83296 3.35845 4.52919  -0.038
97 C -3.15930 3.65980 3.93356  -0.210
98 C -4.05559 4.20128 5.02266  -0.221
99 O -3.52813 5.45024 5.53972  -0.194
100 C -4.42167 6.06124 6.47640  -0.110
101 H 1.89266 4.45600 3.90730  0.082
102 H 2.96120 3.29461 4.33940  0.066
103 H 2.38140 4.32170 5.67086  0.090
104 H 0.17986 1.25980 4.35740  0.107
105 H 1.19744 2.15890 3.26328  0.101
106 H -1.40599 2.16739 2.87022  0.100
107 H -0.56598 3.69694 2.77393  0.107
108 H -1.56044 3.95039 5.30084  0.101
109 H -3.59926 2.79181 3.44250  0.112
110 H -3.08299 4.38112 3.11994  0.114
111 H -4.05344 3.48773 5.84663  0.118
112 H -5.07697 4.26005 4.64658  0.120
113 H -3.82663 6.62446 7.19529  0.082
114 H -4.94446 5.26446 7.00548  0.077
115 H -5.17619 6.73756 6.07466  0.080
116 C 6.93467 1.18839 2.78617  -0.119
117 O 5.58823 1.54041 2.59448  -0.176
118 C 5.25088 1.66274 1.21001  -0.208
119 C 3.74669 1.86397 1.19951  -0.200
120 N 3.13917 2.12779 -0.10319  -0.054
121 C 3.29429 3.56049 -0.54008  -0.147
122 C 2.41049 4.02366 -1.72800  -0.196
123 O 2.73794 3.48879 -2.98603  -0.217
124 C 3.72684 4.24362 -3.61690  -0.119
125 H 7.15384 0.79870 3.78025  0.088
126 H 7.53427 2.05438 2.50573  0.091
127 H 7.22296 0.30910 2.21011  0.079
128 H 5.51917 0.87544 0.50554  0.102
129 H 5.75038 2.55151 0.82440  0.118
130 H 3.46921 2.59779 1.95622  0.108
131 H 3.23742 0.93902 1.47011  0.111
132 H 2.14208 1.96843 -0.08055  0.021
133 H 4.34461 3.71838 -0.78500  0.101
134 H 3.10204 4.24892 0.28285  0.114
135 H 2.37838 5.11108 -1.79585  0.122
136 H 1.39207 3.66433 -1.58036  0.122
137 H 4.65665 4.28339 -3.04946  0.091
138 H 3.31296 5.17285 -4.00849  0.093
139 H 3.95105 3.74560 -4.56019  0.085

What did the first record say?
The following is a quantum chemistry calculation of 2 unconnected molecules or ions with the total composition C11H18FNSi in a non-equilibrium geometry, from the Open Molecules 2025 dataset.

* 2S+1: 3
* F_max: 3.83 eV/Å
* <S²>: 2.05
* LUMO level (alpha / beta): 0.819 / -1.302 eV
* total charge: 0
* HOMO-LUMO gap (alpha / beta): 6.33 / 8.04 eV
* calculated total energy: -23782.126 eV
* relative energy (zero: lowest compared OMol25 entry of this formula, charge and spin): 0.0 kcal/mol

Last column: Löwdin charge in e.
Element x y z (Å)
1 C -0.76199 -0.67005 2.16269  -0.006
2 C 0.91851 -1.86949 1.03581  -0.035
3 C 0.43255 -1.47319 2.26477  -0.237
4 C -1.33881 -0.32199 1.01100  -0.202
5 C 0.39560 -1.49736 -0.15708  -0.218
6 C -0.76524 -0.69776 -0.22214  -0.315
7 C 1.10160 -1.79300 3.52857  -0.052
8 C -2.59435 0.58501 1.07721  -0.026
9 C 1.03243 -2.03151 -1.42755  -0.024
10 C 1.92871 1.62046 -1.13857  -0.228
11 C -0.58507 2.78594 -3.20575  -0.184
12 N -1.35338 -0.46830 -1.46926  0.130
13 F -0.62874 2.88100 -0.51357  -0.229
14 Si 0.16533 1.97286 -1.63425  0.649
15 H -1.24302 -0.56813 3.08344  0.099
16 H 1.89231 -2.30770 0.99731  0.113
17 H 1.80009 -0.98881 3.73706  0.091
18 H 0.45991 -2.00849 4.44693  0.110
19 H 1.55234 -2.75134 3.39474  0.067
20 H -2.85138 0.86790 2.09725  0.077
21 H -2.42894 1.51406 0.57110  0.053
22 H -3.45719 0.04887 0.67531  0.082
23 H 1.95812 -2.70965 -1.28385  0.121
24 H 0.33722 -2.64621 -1.83235  0.042
25 H 1.22670 -1.20237 -2.01215  0.035
26 H 2.46781 1.31358 -2.05110  0.026
27 H 2.46344 2.62068 -1.00334  0.042
28 H 2.08041 0.95860 -0.30313  0.011
29 H -1.57371 2.51804 -3.35910  -0.003
30 H -0.37267 3.83770 -3.13597  0.017
31 H -0.06585 2.44611 -4.03358  -0.016
32 H -2.19275 0.03454 -1.30045  0.009

Question: Which value of calculated total energy does entry 1 give?
Answer: -23782.126 eV

Question: What is the formula in the fourth record?
Answer: C34H79AlB2N5O18